Entry 1:
Entry from OMol25: the molecule C2H4ClNS (the ωB97M-V functional and the def2-TZVPD basis).

Properties
Total charge: 0
SMILES: CS/C=N/Cl
E_LUMO (hartree): 0.0205
Total energy (eV): -26984.92617
Frontier orbital gap (eV): 9.742

Each line ends with the Mulliken charge.
Geometry (Å):
H 0.9450 -1.2812 0.9515  0.2997
H -0.7262 -0.9091 0.4088  0.2671
C 0.3438 -0.6846 0.2057  -0.7715
C -0.7853 1.6865 -0.2702  0.1595
S 0.3465 0.9993 0.8088  -0.0221
H 0.6641 -0.7651 -0.8183  0.2854
Cl -2.4905 1.9617 -2.2595  -0.1210
H -1.1466 2.7144 0.1278  0.2754
N -1.3966 1.0892 -1.2172  -0.3724

Entry 2:
Entry from OMol25: the molecule C4H10N2O (the ωB97M-V functional and the def2-TZVPD basis).

Properties
Total charge: 0
SMILES: C[C@@H](N)CNC=O
E_LUMO (hartree): 0.0338
Total energy (eV): -9335.34135
Frontier orbital gap (eV): 9.659

Each line ends with the Mulliken charge.
Geometry (Å):
H -1.9477 -2.6261 -0.6064  0.3693
H -0.3840 -2.9975 -0.2007  0.3034
H -0.9252 -2.4393 -2.0853  0.2812
H 1.6512 2.8517 0.5196  0.4342
H 0.7370 -0.3690 0.7271  0.2623
C -0.8548 -2.2517 -0.9438  -1.2583
H -1.3884 -1.0271 1.4101  0.2222
O 1.2460 1.3677 1.6042  -0.5165
H -1.1627 -0.0845 -1.5567  0.2551
H 1.1836 1.4599 -1.4509  0.2763
N -1.7372 -0.7116 0.4685  -0.5908
C 1.1323 1.9328 0.5057  -0.0383
N 0.5879 1.2066 -0.6012  -0.3158
C -0.8150 -0.7978 -0.6106  0.2803
H 1.4802 -0.8471 -0.9470  0.3761
H -2.3140 0.1649 0.5561  0.2175
C 0.7287 -0.2987 -0.3298  -0.5583

What is the formula in the first record? C2H4ClNS